1.
80
Properties=species:S:1:pos:R:3:forces:R:3 method="wB97M-V/def2-TZVPD" molar_mass_g_mol=743.7 de_lowest_kcal_mol=6.9 gap_ev=8.13 total_energy_ev=-81210.157 fmax_ev_per_a=1.1 homo_ev=-8.01 spin_multiplicity=1
K -0.2659 -0.6462 -0.7012 0.2 0.7 -0.4
I 3.0045 -0.1047 0.3245 0.0 -0.1 0.1
C 3.9847 1.6479 -0.3299 -0.1 0.1 0.0
C 5.2862 1.3763 -0.6534 0.2 0.0 -0.1
C 6.2042 2.3892 -0.9887 0.0 -0.1 0.0
C 5.8004 3.6839 -0.9449 0.0 0.0 0.0
C 4.4615 4.0123 -0.6178 0.0 -0.1 0.0
C 4.1164 5.3827 -0.5523 0.0 0.0 0.0
C 2.8507 5.7727 -0.2448 0.0 0.0 0.0
C 1.8692 4.7860 -0.0553 -0.1 0.0 0.0
C 2.1342 3.4390 -0.1244 0.0 -0.1 -0.1
P 0.6297 2.3517 -0.0927 0.1 0.2 0.1
C -0.4554 3.2310 -1.2882 0.0 0.1 0.0
C -1.3769 4.2305 -0.9865 -0.1 0.0 0.0
C -2.1537 4.8014 -1.9871 0.0 0.0 0.0
C -2.0140 4.3881 -3.3062 0.0 0.0 0.1
C -1.0959 3.3961 -3.6207 0.0 0.0 0.1
C -0.3320 2.8184 -2.6156 0.0 0.0 0.0
C -0.0678 2.7464 1.5561 0.0 0.0 0.1
C 0.7702 3.0613 2.6275 -0.1 0.0 0.0
C 0.2587 3.2086 3.9105 0.0 0.0 0.0
C -1.0986 3.0469 4.1457 0.0 0.0 0.0
C -1.9409 2.7211 3.0912 0.0 0.0 -0.1
C -1.4297 2.5594 1.8100 0.0 0.0 0.0
C 3.4859 2.9960 -0.3517 0.0 0.0 0.0
H 5.6303 0.3497 -0.6254 0.0 0.1 0.0
H 7.2234 2.1266 -1.2436 0.0 0.0 0.0
H 6.4903 4.4926 -1.1548 0.0 0.0 0.0
H 4.8927 6.1135 -0.7495 0.0 0.0 0.0
H 2.5870 6.8212 -0.1799 0.0 0.0 0.0
H 0.8501 5.1096 0.1271 0.1 0.0 0.0
H -1.4962 4.5680 0.0372 0.0 0.0 0.0
H -2.8673 5.5770 -1.7351 0.0 0.0 0.0
H -2.6189 4.8370 -4.0846 0.0 0.0 0.0
H -0.9796 3.0657 -4.6451 0.0 0.0 0.0
H 0.3790 2.0378 -2.8673 0.0 0.0 0.0
H 1.8315 3.1937 2.4615 0.0 0.0 0.0
H 0.9269 3.4508 4.7284 0.0 0.0 0.0
H -1.4970 3.1673 5.1457 0.0 0.0 0.0
H -3.0012 2.5839 3.2656 0.0 0.0 0.0
H -2.0945 2.2782 1.0012 0.0 0.0 0.0
C -4.9332 -2.1552 -0.4154 0.1 0.0 0.0
C -5.0367 -0.6513 -0.7204 0.1 0.0 0.0
C -5.5392 -0.4287 -2.1542 0.0 0.0 0.0
C -5.9515 0.0507 0.2903 0.0 0.0 0.0
C -3.6772 -0.0803 -0.6088 0.0 -0.1 0.0
N -2.5990 0.3078 -0.5207 -0.9 0.3 0.0
H -5.9121 -2.6140 -0.5676 0.0 0.0 0.0
H -4.6288 -2.3197 0.6197 0.0 0.0 0.0
H -4.1995 -2.6401 -1.0612 0.0 0.0 0.0
H -6.5439 -0.8450 -2.2458 0.0 0.0 0.0
H -4.8908 -0.9276 -2.8753 0.0 0.0 0.0
H -5.5798 0.6338 -2.3970 0.0 0.0 0.0
H -6.9510 -0.3812 0.2205 0.0 0.0 0.0
H -6.0216 1.1196 0.0838 0.0 0.0 0.0
H -5.5870 -0.0856 1.3090 0.0 0.0 0.0
C 0.9298 -6.7106 2.7176 0.0 0.0 0.0
C 0.8994 -5.2758 2.2012 0.0 -0.1 0.0
C 1.3068 -5.0851 0.7110 -0.1 0.0 0.0
C 2.6813 -5.6965 0.4256 0.0 0.0 -0.1
C 3.1727 -5.4192 -0.9928 0.0 0.0 0.0
C 0.2541 -5.7699 -0.1424 0.0 0.1 0.0
O 0.2334 -6.9656 -0.3451 0.0 0.0 0.0
N -0.7394 -4.9543 -0.6368 0.1 0.1 0.0
C -0.6861 -3.5557 -0.6853 0.0 -0.1 0.0
O -1.6213 -2.9623 -1.2439 0.1 -0.1 0.1
N 0.3607 -2.9056 -0.1479 0.3 -1.0 0.4
C 1.3513 -3.5628 0.5039 -0.1 0.0 -0.1
O 2.3013 -2.9528 0.9911 -0.1 0.0 0.0
H 0.5361 -6.7424 3.7354 0.0 0.0 0.0
H 1.9481 -7.1018 2.7472 0.0 0.0 0.0
H 0.3317 -7.3797 2.0976 0.0 0.0 0.0
H 1.5845 -4.6531 2.7776 0.0 0.0 0.0
H -0.1004 -4.8535 2.3398 0.0 0.0 0.0
H 2.6143 -6.7722 0.5861 0.0 0.0 0.0
H 3.3804 -5.2836 1.1531 0.0 0.0 0.0
H 2.4817 -5.8269 -1.7354 0.0 0.0 0.0
H 4.1454 -5.8826 -1.1634 0.0 0.0 0.0
H 3.2803 -4.3465 -1.1695 0.0 0.0 0.0
H -1.4767 -5.3936 -1.1673 0.0 0.0 0.0

2.
78
Properties=species:S:1:pos:R:3:forces:R:3 method="wB97M-V/def2-TZVPD" molar_mass_g_mol=703.0 gap_ev="4.71 / 4.69" total_energy_ev=-61744.059 fmax_ev_per_a=3.1 homo_ev="-4.97 / -5.13" spin_multiplicity=1
Ba -1.1187 -2.4683 -0.5401 -0.4 -0.7 1.2
C 0.2123 0.4838 -3.8896 0.8 0.5 -0.3
C 0.9263 1.2141 -3.0214 0.4 -0.2 -0.8
C 0.7417 2.6820 -2.7586 0.5 0.0 0.1
C -0.6861 3.1429 -2.5188 -0.5 0.1 0.4
C -1.6186 2.1446 -1.8620 -0.7 0.3 -0.1
C -2.3939 1.2733 -2.5249 -0.5 0.9 0.0
C -2.3270 0.9486 -3.9978 -0.1 0.1 -0.1
C -0.9426 1.0208 -4.6801 -0.2 -0.1 -0.4
C -0.5053 -1.6311 2.9132 0.5 -1.2 1.2
H 0.5876 -0.4999 -4.2170 -0.3 0.4 0.6
H 1.8161 0.7747 -2.5578 -0.4 0.1 -0.2
H 1.1350 3.2660 -3.6092 0.1 -0.2 0.2
H 1.3588 2.9523 -1.8918 -0.1 -0.1 -0.2
H -0.6497 4.0218 -1.8552 -0.1 -0.2 -0.3
H -1.1339 3.4885 -3.4593 0.0 -0.1 0.2
H -1.7988 2.3221 -0.7904 0.0 -0.2 -0.6
H -3.3405 0.9427 -2.0659 0.9 -0.2 0.1
H -2.9906 1.6438 -4.5455 0.0 -0.3 0.2
H -2.7613 -0.0540 -4.1321 0.1 0.2 0.0
H -0.9931 0.4196 -5.6032 -0.1 0.4 0.2
H -0.7575 2.0612 -4.9853 0.1 -0.3 0.1
H -0.7263 -2.5199 2.2969 0.0 0.3 0.5
H -0.7773 -1.8442 3.9733 0.1 0.0 -0.7
H 0.5730 -1.5262 2.8646 0.1 0.3 0.0
P 1.9620 -0.3695 0.3415 -1.2 -0.8 0.9
P -1.3858 -0.2329 2.3359 -0.3 0.7 -1.8
C 0.6594 0.8319 0.5336 2.5 0.7 -1.8
C -0.5235 0.8236 1.2487 -1.6 0.4 1.5
C 3.5752 0.3319 0.7013 1.1 0.6 0.2
C 4.0764 1.5802 0.2568 0.2 -0.9 0.2
C 5.3926 1.9417 0.5754 -0.5 0.4 -0.2
C 6.1963 1.1112 1.3485 -0.1 -0.2 0.2
C 5.7000 -0.1045 1.8160 -0.1 0.1 0.0
C 4.3973 -0.4886 1.5114 -0.2 0.2 -0.5
C 2.1759 -1.2581 -1.2413 -0.5 0.7 -1.3
C 1.0251 -1.6108 -2.0153 0.5 0.3 0.4
C 1.0316 -2.7103 -2.8662 0.8 0.4 -0.4
C 2.2488 -3.3437 -3.1365 0.2 0.0 0.2
C 3.4434 -2.8174 -2.6085 -0.6 -0.2 -0.1
C 3.4178 -1.7501 -1.7071 -0.4 -0.5 0.3
C -1.9671 0.7493 3.7160 -0.3 0.1 0.2
C -1.0244 1.3525 4.5616 -0.5 0.2 0.1
C -1.4700 2.1714 5.5945 -0.4 -0.1 0.0
C -2.8524 2.3596 5.7625 0.0 0.0 0.0
C -3.7882 1.7742 4.8990 0.3 0.1 0.3
C -3.3454 0.9468 3.8705 0.6 0.4 0.4
C -2.7675 -0.9463 1.4497 1.1 1.1 0.3
C -3.3630 -2.1621 1.8508 -1.0 -1.6 0.2
C -4.1073 -2.8930 0.9329 0.2 0.1 0.9
C -4.3323 -2.4205 -0.3678 0.0 -0.9 -0.5
C -3.8242 -1.1749 -0.7361 0.6 1.8 0.3
C -3.0669 -0.4186 0.1716 -0.9 -0.1 -1.4
H 0.9699 1.8432 0.2093 -0.4 -0.5 -0.1
H -1.0411 1.8043 1.2602 0.2 -0.6 0.0
H 3.4422 2.2340 -0.3488 0.3 -0.2 0.2
H 5.7807 2.9039 0.2264 -0.1 -0.3 0.1
H 7.1988 1.4211 1.6325 -0.1 0.0 -0.2
H 6.3163 -0.7554 2.4333 -0.1 0.2 -0.1
H 3.9974 -1.4472 1.8611 0.2 0.4 -0.1
H 0.1436 -0.9178 -2.0358 1.0 -0.6 0.4
H 0.1324 -2.9900 -3.4270 0.2 0.0 0.1
H 2.2756 -4.2058 -3.7988 0.0 0.2 0.1
H 4.3909 -3.2900 -2.8886 -0.3 0.3 0.1
H 4.3619 -1.3375 -1.3462 -0.4 -0.2 0.2
H 0.0394 1.1990 4.3950 -0.1 0.0 0.0
H -0.7565 2.6638 6.2644 -0.3 -0.2 -0.3
H -3.2021 2.9781 6.5909 0.1 -0.1 -0.3
H -4.8584 1.9563 5.0312 0.4 0.0 0.0
H -4.0468 0.4827 3.1911 0.0 -0.1 -0.1
H -3.3008 -2.5165 2.8919 0.1 0.1 -0.6
H -4.5629 -3.8315 1.2266 0.0 0.0 0.1
H -4.9190 -2.9880 -1.0719 -0.1 -0.1 0.0
H -4.0209 -0.7996 -1.7458 0.0 -0.1 0.4
H -2.6032 0.5239 -0.1465 -0.3 -0.5 0.2
O 2.6829 -3.5379 1.8021 -2.0 0.0 -1.0
N 1.4611 -3.3776 1.7880 1.0 -0.4 0.3
O 0.8052 -3.5473 0.6637 0.9 -0.1 0.5

3.
76
Properties=species:S:1:pos:R:3:forces:R:3 method="wB97M-V/def2-TZVPD" molar_mass_g_mol=608.5 de_lowest_kcal_mol=56.3 gap_ev=3.57 total_energy_ev=-125913.451 fmax_ev_per_a=2.3 homo_ev=-4.10 spin_multiplicity=1
Be 0.7197 -2.6897 0.3427 0.5 2.1 0.2
C 1.2716 -3.4503 -1.1626 1.9 -0.7 -0.2
C 0.1037 -2.7292 -1.3017 -1.7 0.8 -0.3
C -1.2444 -3.3901 -1.2965 -0.7 -0.5 0.2
C -1.4750 -4.1044 0.0592 -0.6 -0.3 -0.9
C -0.6056 -3.5186 1.1589 -2.2 0.7 0.0
C 0.6467 -3.9537 1.5375 1.6 -1.1 0.3
C 1.4676 -5.0026 0.8250 0.0 -0.7 -0.4
C 1.4059 -4.8769 -0.7202 0.2 -1.2 0.3
C 0.3250 3.4294 1.0821 0.0 0.4 0.0
H 2.1719 -3.0640 -1.6409 -0.2 0.2 0.3
H 0.1519 -1.7703 -1.8151 0.2 -0.2 -0.1
H -1.3478 -4.1196 -2.1208 0.0 0.1 0.0
H -2.0388 -2.6481 -1.4565 0.2 0.1 0.1
H -2.5323 -3.9646 0.3408 0.2 -0.2 0.0
H -1.3335 -5.1844 -0.1126 0.0 0.2 0.4
H -1.1919 -2.9846 1.9167 0.3 -0.1 -0.1
H 0.9920 -3.6764 2.5399 -0.1 -0.1 -0.4
H 1.1608 -6.0094 1.1450 0.2 -0.4 0.0
H 2.5229 -4.8689 1.1109 -0.4 0.0 0.0
H 2.3643 -5.2568 -1.1068 -0.3 0.0 0.0
H 0.6462 -5.5452 -1.1450 -0.1 0.0 0.0
H 1.0037 3.9660 1.7573 -0.2 -0.1 -0.3
H -0.5301 4.0782 0.8561 0.2 -0.1 -0.1
H 0.8225 3.1149 0.1474 -0.1 0.3 0.5
P 0.3157 1.7812 -1.8609 1.0 0.3 -0.6
P -0.3130 1.9863 1.9093 1.3 0.3 1.0
C -0.6731 0.8136 -0.6633 -1.0 -0.6 1.0
C -0.7828 0.7971 0.7001 -0.9 -0.3 -1.2
C -0.9545 2.0739 -3.1289 -0.4 0.1 -0.3
C -1.9211 1.1003 -3.4191 -0.3 0.3 -0.2
C -2.9176 1.3521 -4.3615 0.3 0.2 0.0
C -2.9247 2.5721 -5.0480 0.1 -0.3 0.2
C -1.9069 3.5046 -4.8250 0.0 0.1 -0.2
C -0.9100 3.2684 -3.8802 -0.3 -0.7 0.4
C 1.4281 0.6608 -2.8835 0.3 -0.7 0.2
C 2.7242 0.3844 -2.4011 -0.2 0.3 0.0
C 3.7066 -0.1472 -3.2357 -0.1 -0.1 -0.4
C 3.4165 -0.4143 -4.5845 -0.2 0.1 0.2
C 2.1156 -0.2185 -5.0606 0.3 -0.1 0.4
C 1.1264 0.2582 -4.1955 -0.1 0.4 0.0
C -1.6498 2.4939 3.0514 -0.6 0.2 -0.1
C -2.9257 2.8002 2.5466 0.1 -0.2 0.2
C -3.9812 3.0690 3.4197 0.0 0.1 0.1
C -3.7879 3.0907 4.8047 0.4 -0.2 -0.4
C -2.4984 2.8880 5.3021 -0.2 0.1 -0.2
C -1.4365 2.6216 4.4388 0.3 -0.3 -0.2
C 0.9443 1.3107 3.0042 0.1 0.1 0.1
C 2.1955 1.9202 3.1556 -0.2 -0.3 0.0
C 3.1743 1.2893 3.9191 -0.2 -0.2 0.1
C 2.8969 0.0652 4.5347 -0.2 0.1 -0.1
C 1.6312 -0.5195 4.4123 0.1 0.1 0.1
C 0.6484 0.1127 3.6617 0.1 -0.1 -0.1
H -1.4198 0.1827 -1.1631 0.7 -0.5 0.5
H -1.3931 -0.0043 1.1475 0.1 0.3 -0.4
H -1.8964 0.1130 -2.9501 0.0 0.4 -0.1
H -3.6623 0.5813 -4.5575 0.1 0.3 0.0
H -3.7177 2.7692 -5.7709 0.3 0.0 0.2
H -1.8881 4.4271 -5.4088 0.0 -0.3 0.2
H -0.0898 3.9741 -3.7170 -0.4 -0.2 0.0
H 2.9562 0.5986 -1.3587 0.0 0.0 -0.2
H 4.7125 -0.3468 -2.8521 -0.4 0.1 -0.1
H 4.1945 -0.7840 -5.2601 -0.3 0.1 0.3
H 1.8707 -0.4285 -6.1061 0.0 0.0 0.4
H 0.1140 0.3591 -4.5814 0.3 0.1 0.0
H -3.0882 2.8256 1.4679 -0.1 -0.2 0.2
H -4.9738 3.2604 3.0232 0.2 0.0 0.0
H -4.6251 3.2650 5.4832 0.3 0.0 -0.2
H -2.3298 2.9321 6.3746 0.1 0.0 -0.2
H -0.4316 2.5067 4.8537 -0.4 -0.2 -0.2
H 2.4134 2.8680 2.6655 0.1 -0.3 0.1
H 4.1569 1.7510 4.0079 -0.2 -0.2 0.0
H 3.6767 -0.4436 5.1022 -0.2 0.1 -0.2
H 1.4112 -1.4865 4.8700 0.1 0.4 -0.1
H -0.3364 -0.3490 3.5503 0.3 0.1 0.0
Br 2.1285 -1.2668 0.9264 0.7 1.5 0.4